Entry 1:
Formula: C5H8O2
Source: OMol25
Level of theory: wB97M-V/def2-TZVPD

Element x y z (Å)
C -0.716 -1.226 -1.091
C -0.237 -0.222 -0.048
C 0.665 -0.656 1.105
C 0.353 1.066 -0.595
C -0.168 1.661 0.675
O 0.040 2.624 1.343
O -1.193 0.582 0.733
H -1.449 -0.775 -1.771
H 0.154 -1.516 -1.703
H -1.145 -2.142 -0.675
H 1.702 -0.897 0.881
H 0.741 0.310 1.672
H 0.170 -1.410 1.731
H 1.389 1.076 -0.920
H -0.307 1.524 -1.338

- maximum force (Eh/bohr) = 0.034
- relative energy (zero: lowest compared OMol25 entry of this formula, charge and spin) (kcal per mole) = 33.10
- highest occupied orbital energy (eV) = -10.59

***

Entry 2:
Formula: C5H8O2
Source: OMol25
Level of theory: wB97M-V/def2-TZVPD

Element x y z (Å)
C -0.246 -1.368 -0.627
C -0.680 -0.132 -0.157
C 0.602 1.001 0.369
C -0.728 0.222 1.278
C 0.706 2.098 -0.406
O -0.181 -1.638 -1.936
O 0.219 -2.344 0.171
H 0.250 -2.494 -2.065
H 0.108 -2.065 1.098
H -1.378 0.387 -0.801
H 1.444 0.750 1.011
H -1.476 0.935 1.585
H -0.212 -0.394 2.006
H 1.583 2.725 -0.345
H -0.012 2.316 -1.180

- maximum force (Eh/bohr) = 0.067
- relative energy (zero: lowest compared OMol25 entry of this formula, charge and spin) (kcal per mole) = 113.32
- highest occupied orbital energy (eV) = -5.99